The following is a quantum chemistry calculation of a single C5H6N2S molecule at a distorted geometry, from the Open Molecules 2025 dataset.

Values from the calculation:
total charge = 0
HOMO-LUMO gap = 8.04 eV
largest force on an atom = 0.186 Eh/bohr
energy relative to the best compared isomer or geometry (same formula, charge and spin) = 3.434 eV
structure (SMILES) = Nc1cccn1C=S

Each line ends with the Löwdin charge.
CARTESIAN COORDINATES (ANGSTROEM)
N: -1.40 1.93 -0.10  0.091
C: -1.28 0.64 0.01  -0.473
C: -2.31 -0.19 0.19  -0.006
C: -1.76 -1.64 -0.04  -0.034
C: -0.39 -1.46 -0.14  -0.124
N: -0.05 -0.08 -0.05  -0.076
C: 1.25 0.46 -0.06  -0.694
S: 2.76 -0.08 0.06  0.659
H: -2.15 2.43 -0.42  0.049
H: -0.79 2.59 0.78  0.235
H: -3.38 -0.11 0.46  0.103
H: -2.27 -2.62 -0.17  0.096
H: 0.28 -2.28 0.20  0.120
H: 1.22 1.46 -0.55  0.055